[1]
54
Properties=species:S:1:pos:R:3:nbo_charge:R:1 method="wB97M-V/def2-TZVPD" charge=0 smiles=CCO.CCO.CCO.CCO.CCO.CCO orbital_gap_ev=9.997 homo_ev=-9.582
C 0.91723 -0.64081 -4.98761 -0.6230
C 0.38152 0.04126 -3.73426 -0.0689
O -0.95702 -0.36876 -3.60175 -0.7238
H 1.91829 -0.24855 -5.16683 0.1979
H 0.33228 -0.38768 -5.87184 0.1985
H 1.09664 -1.71573 -4.96623 0.2071
H 0.55874 1.09519 -3.94856 0.1614
H 1.05332 -0.22821 -2.91930 0.1788
H -1.54037 0.18645 -4.12430 0.4726
C 0.64194 4.42333 2.20319 -0.6352
C -0.31858 5.57023 2.00976 -0.0623
O -1.45300 5.18920 1.31673 -0.7118
H 1.64836 4.74113 2.47559 0.2265
H 0.83880 3.74527 1.37278 0.1825
H 0.16665 3.73534 2.90239 0.2074
H 0.23879 6.41099 1.59677 0.1499
H -0.66284 5.98547 2.95695 0.1787
H -1.25005 4.93448 0.41366 0.4647
C 0.38802 -5.34880 0.92310 -0.6260
C 1.33183 -5.17478 -0.33655 -0.0664
O 1.12369 -6.24051 -1.25511 -0.7097
H 0.82719 -6.06265 1.61999 0.2067
H -0.60135 -5.65138 0.58005 0.2187
H 0.33561 -4.40818 1.47135 0.2050
H 2.39375 -5.13726 -0.09362 0.1546
H 1.07739 -4.17370 -0.68471 0.1540
H 1.60513 -5.91081 -2.01741 0.4640
C 5.10531 0.92966 2.19452 -0.6283
C 3.88444 0.65196 1.33901 -0.0694
O 3.28854 1.86756 0.85858 -0.7718
H 5.78057 1.68142 1.78589 0.2197
H 5.65800 -0.00378 2.30101 0.2088
H 4.81055 1.11445 3.22751 0.2106
H 3.10624 0.39506 2.05769 0.1563
H 3.89600 -0.06431 0.51747 0.1651
H 2.41725 1.69540 0.49414 0.4883
C 0.31733 -1.06794 0.38980 -0.6255
C -0.11778 0.30332 0.97592 -0.0623
O 0.71003 1.21472 0.25444 -0.7416
H -0.47047 -1.71846 0.76968 0.2069
H 1.33049 -1.29626 0.72066 0.2099
H 0.20211 -1.04824 -0.69391 0.2216
H -0.03867 0.31962 2.06292 0.1701
H -1.15780 0.42780 0.67434 0.1663
H 0.41365 2.10244 0.46826 0.4739
C -4.93208 0.48160 0.02518 -0.6226
C -5.95960 -0.57674 0.42830 -0.0505
O -7.12078 -0.53885 -0.29703 -0.7157
H -4.69183 0.32011 -1.02568 0.2045
H -4.04846 0.31513 0.64129 0.2047
H -5.31790 1.48764 0.18987 0.2137
H -6.11804 -0.30917 1.47301 0.1392
H -5.60511 -1.60707 0.45746 0.1534
H -7.43369 -1.43742 -0.42458 0.4730



[2]
54
Properties=species:S:1:pos:R:3:nbo_charge:R:1 method="wB97M-V/def2-TZVPD" charge=0 smiles=CCO.CCO.CCO.CCO.CCO.CCO orbital_gap_ev=9.863 homo_ev=-9.578
C 2.27705 1.36513 -3.40598 -0.6356
C 3.02551 1.19533 -2.09142 -0.0587
O 2.08311 1.06620 -1.01797 -0.7794
H 2.98617 1.63900 -4.19221 0.2051
H 1.50176 2.11332 -3.24122 0.2190
H 1.76977 0.47096 -3.77101 0.2099
H 3.73637 2.00480 -1.90981 0.1684
H 3.62669 0.27881 -2.02962 0.1595
H 2.02553 0.14345 -0.73257 0.5082
C 1.47017 4.35433 -0.15423 -0.6460
C 0.04383 3.92380 0.19008 -0.0491
O -0.34994 2.69055 -0.31966 -0.7497
H 1.72856 4.25770 -1.21908 0.2015
H 2.32305 3.83649 0.29280 0.2111
H 1.58327 5.42171 0.05517 0.2086
H -0.62111 4.74331 -0.09384 0.1657
H 0.03499 3.87764 1.29523 0.1456
H 0.40437 2.11992 -0.51071 0.5030
C -3.02540 2.54360 -2.86197 -0.6419
C -4.42819 2.56669 -3.43902 -0.0626
O -4.96048 1.25989 -3.58263 -0.7242
H -2.64351 3.49098 -2.48505 0.2182
H -2.33285 2.16938 -3.62202 0.2080
H -2.88841 1.80021 -2.07152 0.2122
H -4.40501 3.01913 -4.43102 0.1732
H -5.14089 3.18144 -2.87852 0.1530
H -5.13293 0.86892 -2.72356 0.4631
C -1.38809 -0.92209 -0.24801 -0.6230
C -0.29719 -0.83722 0.85011 -0.0649
O 0.89379 -1.18710 0.16078 -0.7837
H -1.28474 -0.10129 -0.95781 0.2165
H -2.40430 -0.82708 0.14229 0.1996
H -1.25487 -1.87399 -0.75544 0.2095
H -0.59225 -1.48770 1.67574 0.1560
H -0.21364 0.18917 1.21557 0.1725
H 1.51369 -1.66517 0.75652 0.5082
C -3.04251 -2.96865 4.23801 -0.6529
C -2.19690 -4.05785 4.85217 -0.0649
O -2.82418 -4.73624 5.91971 -0.7083
H -3.35069 -2.18989 4.94230 0.2124
H -3.91054 -3.20954 3.61779 0.2097
H -2.46768 -2.39335 3.49663 0.2137
H -1.23843 -3.66945 5.18890 0.1784
H -1.95690 -4.71718 4.00331 0.1486
H -3.67962 -5.03908 5.59770 0.4633
C 4.21452 -2.32574 -0.17040 -0.6453
C 3.97458 -3.01721 1.16090 -0.0630
O 2.64049 -2.77045 1.57723 -0.7408
H 4.50009 -1.28932 0.01806 0.2122
H 3.33691 -2.30010 -0.82025 0.2249
H 4.96373 -2.82934 -0.78095 0.2226
H 4.74014 -2.71910 1.88782 0.1645
H 4.20033 -4.08923 1.07975 0.1619
H 2.43280 -3.36849 2.30293 0.4864



[3]
54
Properties=species:S:1:pos:R:3:lowdin_spin:R:1 method="wB97M-V/def2-TZVPD" charge=+1 multiplicity=2 orbital_gap_ev="9.542 / 3.049" homo_ev="-12.142 / -12.142" s2=0.75
C -26.67211 -11.81245 2.45753 0.0000
C -26.02817 -10.93992 3.55877 0.0000
O -26.06363 -11.70010 4.76908 0.0000
H -27.52923 -12.26549 2.95573 0.0000
H -26.06505 -12.63123 2.07130 0.0000
H -26.90470 -11.24600 1.55579 0.0000
H -26.58852 -10.01173 3.67080 0.0000
H -25.01328 -10.72344 3.22521 0.0000
H -25.94072 -11.18296 5.56849 0.0000
C -31.28507 -11.33008 0.56767 0.0062
C -30.24854 -11.36849 -0.58100 0.0008
O -30.36609 -12.74233 -1.02986 -0.0015
H -31.08961 -12.05799 1.35510 -0.0002
H -32.28865 -11.46457 0.16413 0.0024
H -31.32239 -10.31702 0.96820 0.0012
H -29.22453 -11.27425 -0.21961 0.0004
H -30.47084 -10.70757 -1.41879 0.0002
H -29.44250 -12.97611 -1.14783 0.0000
C -34.87417 -14.47231 -1.52831 0.0179
C -33.43138 -14.02458 -1.49587 0.1593
O -32.85275 -13.96970 -0.25352 0.6476
H -35.38301 -14.21307 -0.59989 0.0014
H -34.91488 -15.54695 -1.70603 0.0086
H -35.42303 -13.96053 -2.31884 0.0040
H -33.27590 -13.04068 -1.93843 0.0646
H -32.78708 -14.69815 -2.06091 0.0808
H -31.97795 -13.59719 -0.38602 0.0048
C -34.40620 -9.71135 -0.95197 0.0002
C -33.15635 -9.22647 -1.83258 0.0002
O -32.49700 -8.26808 -1.01799 0.0004
H -34.38167 -10.75087 -0.62501 0.0002
H -35.34948 -9.80929 -1.48930 0.0000
H -34.66952 -9.07782 -0.10498 0.0000
H -33.62517 -8.71487 -2.67316 0.0000
H -32.62191 -10.09088 -2.22661 0.0003
H -32.44290 -7.37929 -1.37676 0.0000
C -29.99388 -11.03109 4.59031 0.0000
C -29.95959 -9.59598 4.04712 0.0000
O -30.19900 -8.79097 5.19764 0.0001
H -29.35342 -11.27196 5.43878 0.0000
H -29.60313 -11.77071 3.89147 0.0000
H -31.02961 -11.25262 4.84780 0.0000
H -30.75370 -9.47565 3.31024 0.0000
H -28.98597 -9.49526 3.56750 0.0000
H -29.69699 -7.99549 5.00585 0.0000
C -27.58461 -12.03218 -3.02332 0.0000
C -26.70585 -13.01846 -2.24808 0.0000
O -27.56758 -13.51066 -1.22865 0.0000
H -27.79448 -11.09127 -2.51466 0.0000
H -28.50860 -12.57979 -3.20899 0.0000
H -26.95646 -11.80971 -3.88589 0.0000
H -25.92835 -12.43190 -1.75863 0.0000
H -26.23653 -13.77354 -2.87869 0.0000
H -27.09190 -14.19996 -0.75938 0.0000



[4]
76
Properties=species:S:1:pos:R:3:mulliken_charge:R:1 method="wB97M-V/def2-TZVPD" charge=0 orbital_gap_ev=8.852 homo_ev=-9.712
Pb 0.37322 1.51357 0.33344 3.2933
N 1.38101 3.77696 0.50462 0.0818
S 1.84502 4.80787 -0.49936 0.8662
O 3.20582 5.26716 -0.68377 -0.6530
O 0.80680 5.68826 -0.96626 -0.6112
F 1.76412 3.72986 -1.71747 -0.3204
S 1.59144 4.83654 1.80399 0.7991
O 0.83931 6.08114 1.77711 -0.5579
O 2.90042 4.89419 2.45857 -0.6043
F 0.81142 3.86512 2.79387 -0.1996
N -0.92576 0.34253 2.12457 -0.2128
S -1.46893 0.79462 3.51643 0.8828
O -0.61070 1.00683 4.64589 -0.5723
O -2.84009 0.37805 3.82377 -0.6773
F -1.74778 2.38562 3.17394 -0.3419
S -0.53558 -1.17030 2.78555 0.9073
O -1.65396 -2.06333 2.67192 -0.6154
O 0.43622 -1.26095 3.86546 -0.5596
F 0.29550 -1.74389 1.53748 -0.2474
O 2.31576 -0.41003 -3.29321 -0.5832
H 3.03439 0.16715 -3.55139 0.2706
H 1.72526 -0.40981 -4.04658 0.2637
O 0.24477 1.41599 -2.36101 -0.5709
H -0.66970 1.17230 -2.50450 0.0990
H 0.57528 1.63179 -3.23303 0.2432
C 3.62156 1.35376 -0.70319 -1.0368
C 3.24325 -0.00524 -0.16126 0.3001
C 3.14040 -0.09203 1.34923 -1.0709
O 2.34972 1.00708 1.79522 0.1165
C 2.45541 1.13472 3.21322 -1.0787
N 1.91172 -0.30383 -0.63807 -0.1936
H 3.34492 1.53635 -1.74157 0.0657
H 4.66704 1.60025 -0.51801 0.4767
H 3.01922 2.10805 -0.19687 0.0695
H 4.05932 -0.69938 -0.36194 0.4168
H 4.17468 -0.04613 1.69020 0.5929
H 2.74933 -1.02680 1.75094 0.4096
H 2.27774 0.17621 3.70085 0.4437
H 1.71571 1.81609 3.63354 0.2328
H 3.47654 1.42409 3.46147 0.2804
H 2.03561 -0.22608 -1.63742 0.1104
H 1.50431 -1.21485 -0.48266 -0.1945
C -2.03253 -5.61646 -1.67390 -1.7254
C -0.60237 -5.27112 -1.33136 0.8302
C -0.61847 -3.86629 -0.52661 -0.6989
O -1.03559 -2.83708 -1.47391 -0.7154
C -0.25717 -2.58024 -2.63057 -1.0341
N -0.15264 -6.39000 -0.54225 -0.7306
H -2.51696 -4.68728 -1.97399 0.3800
H -2.66384 -6.00086 -0.87279 0.4305
H -2.12856 -6.33541 -2.48752 0.4509
H -0.05846 -5.19539 -2.27291 0.1402
H 0.32318 -3.50921 -0.10962 0.1702
H -1.37114 -3.88804 0.26151 0.3772
H -0.47570 -3.28258 -3.43497 0.3952
H 0.79631 -2.68073 -2.36945 0.4389
H -0.46004 -1.57693 -3.00514 0.2186
H -0.31036 -6.32375 0.45316 0.2741
H -0.79215 -7.07525 -0.91846 0.2950
C -3.80028 -0.52236 0.08913 -1.6097
C -2.94799 0.35054 -0.86700 0.3500
C -3.26962 1.88880 -0.59111 -1.0595
O -2.15344 2.47622 0.07991 0.0293
C -2.34483 3.86625 0.17945 -0.8128
N -1.59810 -0.18006 -0.68711 0.4343
H -4.84894 -0.22643 0.05997 0.4649
H -3.49518 -0.18083 1.07826 0.4039
H -3.67183 -1.59945 -0.01794 0.2418
H -3.32429 0.10740 -1.86068 0.4758
H -4.11921 2.13272 0.04670 0.4561
H -3.44384 2.27542 -1.59524 0.4034
H -3.06438 4.21537 0.92003 0.3041
H -2.50352 4.36083 -0.77884 0.3433
H -1.47680 4.42695 0.52624 0.0775
H -1.39748 -0.39802 0.27848 -0.5096
H -1.62351 -1.11628 -1.06520 0.1898



Summary of calculated total energy in Eh
-930.10658; -930.15576; -929.78163; -3916.16348
(order as listed above)